--- a ---
ORCA calculation (ωB97M-V with the def2-TZVPD basis set) on an isolated molecule of C20H22N2O6S.

CARTESIAN COORDINATES (ANGSTROEM)
C1 5.92 1.49 -1.88
C2 5.37 1.99 -3.20
H1 5.44 1.21 -3.96
H2 5.89 2.89 -3.53
O1 3.99 2.39 -3.08
C3 3.08 1.42 -3.13
O2 3.30 0.25 -3.27
C4 1.68 2.01 -2.98
N1 0.70 0.97 -2.91
C5 0.60 -0.02 -1.95
C6 1.24 -0.22 -0.74
C7 0.85 -1.33 -0.01
C8 -0.12 -2.20 -0.48
C9 -0.76 -2.01 -1.69
C10 -0.38 -0.90 -2.42
O3 -0.84 -0.47 -3.63
C11 -0.16 0.66 -3.95
O4 -0.31 1.31 -4.95
H3 -1.50 -2.72 -2.04
S1 -0.60 -3.59 0.55
O5 -1.25 -4.56 -0.27
O6 0.54 -3.96 1.33
N2 -1.72 -3.01 1.62
H4 -1.34 -2.35 2.29
C12 -3.06 -2.74 1.18
H5 -3.74 -2.96 2.01
C13 -3.29 -1.29 0.71
C14 -2.96 -0.33 1.81
C15 -3.84 -0.12 2.86
C16 -3.52 0.73 3.90
C17 -2.29 1.39 3.93
C18 -1.41 1.18 2.88
C19 -1.74 0.33 1.83
H6 -1.04 0.19 1.02
H7 -0.46 1.69 2.87
C20 -1.95 2.30 5.07
H8 -1.01 2.82 4.88
H9 -2.73 3.04 5.21
H10 -1.85 1.73 5.99
H11 -4.22 0.89 4.71
H12 -4.80 -0.62 2.86
H13 -2.68 -1.09 -0.17
H14 -4.34 -1.19 0.43
H15 -3.25 -3.45 0.37
H16 1.32 -1.57 0.94
H17 2.00 0.45 -0.38
H18 1.45 2.61 -3.87
H19 1.64 2.65 -2.10
H20 5.80 2.24 -1.10
H21 5.40 0.58 -1.57
H22 6.98 1.26 -1.99

Results
- gap between HOMO and LUMO (eV) = 9.27
- LUMO level (eV) = 0.371
- total charge = 0
- SMILES string = CCOC(=O)Cn1c(=O)oc2cc(S(=O)(=O)NCCc3ccc(C)cc3)ccc21

--- b ---
ORCA calculation (ωB97M-V with the def2-TZVPD basis set) on an isolated molecule of C20H22N2O6S.

CARTESIAN COORDINATES (ANGSTROEM)
C1 9.30 -0.21 0.79
C2 7.88 0.22 0.55
O1 7.47 1.34 0.61
O2 7.11 -0.86 0.28
C3 5.77 -0.75 -0.03
C4 5.25 0.27 -0.82
C5 3.90 0.27 -1.12
C6 3.06 -0.72 -0.64
C7 3.60 -1.76 0.13
C8 4.95 -1.77 0.42
H1 5.38 -2.57 1.01
H2 2.98 -2.57 0.46
C9 1.62 -0.66 -1.02
O3 1.25 -0.19 -2.07
N1 0.78 -1.17 -0.06
C10 -0.61 -1.27 -0.10
C11 -1.34 -1.12 -1.28
C12 -2.72 -1.24 -1.24
C13 -3.36 -1.49 -0.05
C14 -2.65 -1.66 1.12
C15 -1.27 -1.56 1.10
H3 -0.70 -1.69 2.01
H4 -3.19 -1.88 2.03
S1 -5.14 -1.61 -0.03
O4 -5.56 -2.16 1.23
O5 -5.56 -2.25 -1.24
N2 -5.76 -0.07 -0.11
H5 -5.60 0.36 -1.01
C16 -5.71 0.79 1.04
H6 -6.67 1.29 1.16
C17 -4.61 1.86 0.99
C18 -4.74 2.82 -0.22
H7 -4.75 3.86 0.13
C19 -3.47 2.55 -1.03
H8 -3.64 1.78 -1.78
C20 -2.52 2.03 0.04
H9 -2.08 2.86 0.61
O6 -3.34 1.24 0.89
H10 -1.73 1.39 -0.34
H11 -3.09 3.44 -1.53
H12 -5.65 2.64 -0.78
H13 -4.66 2.43 1.93
H14 -5.55 0.13 1.89
H15 -3.30 -1.14 -2.14
H16 -0.83 -0.91 -2.20
H17 1.20 -1.41 0.83
H18 3.48 1.05 -1.73
H19 5.89 1.06 -1.19
H20 9.89 0.64 1.11
H21 9.33 -0.99 1.55
H22 9.71 -0.62 -0.13

Results
- gap between HOMO and LUMO (eV) = 8.96
- LUMO level (eV) = 0.228
- total charge = 0
- SMILES string = CC(=O)Oc1ccc(C(=O)Nc2ccc(S(=O)(=O)NC[C@@H]3CCCO3)cc2)cc1

Relative energies, unit kJ/mol: a 0.0; b 65.8

--- a ---
ORCA calculation (ωB97M-V with the def2-TZVPD basis set) on a structure of composition C10H30BrCuN6O4.

CARTESIAN COORDINATES (ANGSTROEM)
Cu1 0.05 0.27 -0.51
Br1 -0.81 0.97 -2.87
C1 3.02 -0.66 -1.94
O1 2.01 -0.48 -1.22
N1 3.52 0.07 -2.92
N2 3.71 -1.73 -1.61
H1 3.06 0.88 -3.29
H2 4.49 -0.17 -3.11
H3 3.32 -2.44 -1.01
H4 4.62 -1.75 -2.04
C2 1.89 -0.56 2.17
O2 0.92 -0.31 1.49
N3 3.07 -0.94 1.62
N4 1.94 -0.43 3.48
H5 3.90 -1.07 2.18
H6 3.07 -1.14 0.63
H7 1.02 -0.61 3.88
H8 2.71 -0.53 4.13
C3 -1.70 3.00 2.41
C4 -1.21 2.57 1.08
C5 0.32 2.95 0.93
O3 1.05 2.31 -0.20
C6 1.97 3.25 -0.80
N5 -1.42 1.15 0.86
H9 -2.75 2.75 2.53
H10 -1.53 4.08 2.44
H11 -1.24 2.41 3.20
H12 -1.60 3.21 0.28
H13 0.87 2.72 1.85
H14 0.46 4.03 0.99
H15 2.66 3.62 -0.04
H16 1.64 4.07 -1.43
H17 2.53 2.63 -1.50
H18 -2.40 0.90 0.89
H19 -1.02 0.75 1.69
C7 -1.02 -2.85 -2.26
C8 -1.89 -2.16 -1.19
C9 -3.06 -2.96 -0.59
O4 -3.71 -2.13 0.43
C10 -4.37 -1.03 0.00
N6 -1.01 -1.62 -0.14
H20 -0.60 -3.82 -1.99
H21 -0.21 -2.19 -2.58
H22 -1.72 -2.88 -3.09
H23 -2.35 -1.27 -1.63
H24 -2.67 -3.87 -0.14
H25 -3.82 -3.32 -1.28
H26 -4.74 -0.33 0.76
H27 -5.19 -1.30 -0.66
H28 -3.78 -0.35 -0.62
H29 -0.39 -2.34 0.17
H30 -1.67 -1.37 0.58

Results
- gap between HOMO and LUMO (spin up / spin down) (eV) = 9.11 / 7.15
- LUMO level (spin up / spin down) (eV) = -2.280 / -4.145
- total charge = +1
- <S²> = 0.75
- spin multiplicity = 2

--- b ---
ORCA calculation (ωB97M-V with the def2-TZVPD basis set) on a structure of composition C10H30BrCuN6O4.

CARTESIAN COORDINATES (ANGSTROEM)
Cu1 15.32 23.74 -7.33
Br1 16.48 26.06 -7.52
C1 16.04 23.50 -4.05
O1 15.84 23.61 -5.26
N1 15.75 22.35 -3.39
N2 16.49 24.55 -3.30
H1 15.43 21.54 -3.90
H2 15.85 22.32 -2.39
H3 16.88 25.36 -3.76
H4 16.98 24.30 -2.45
C2 14.04 20.80 -6.51
O2 14.58 21.79 -7.01
N3 12.70 20.61 -6.52
N4 14.80 19.88 -5.85
H5 12.27 19.80 -6.13
H6 12.14 21.21 -7.10
H7 15.79 19.83 -6.05
H8 14.36 19.12 -5.36
C3 18.05 21.78 -9.70
C4 17.44 21.53 -8.33
C5 18.38 20.72 -7.48
O3 17.73 20.43 -6.23
C6 18.34 19.35 -5.54
N5 17.26 22.88 -7.68
H9 17.65 22.69 -10.15
H10 17.86 20.97 -10.40
H11 19.14 21.88 -9.62
H12 16.45 21.09 -8.37
H13 19.36 21.16 -7.28
H14 18.50 19.72 -7.95
H15 19.36 19.58 -5.24
H16 18.41 18.48 -6.21
H17 17.72 19.08 -4.69
H18 18.06 23.45 -7.94
H19 17.30 22.81 -6.66
C7 12.93 26.43 -8.33
C8 13.18 25.99 -6.89
C9 11.99 26.28 -5.96
O4 12.37 25.98 -4.62
C10 13.08 27.00 -3.97
N6 13.45 24.53 -6.81
H20 12.07 27.09 -8.41
H21 12.86 25.61 -9.05
H22 13.81 26.98 -8.68
H23 13.98 26.56 -6.43
H24 11.16 25.58 -6.15
H25 11.65 27.31 -6.06
H26 13.23 26.73 -2.93
H27 12.59 27.97 -4.04
H28 14.09 27.15 -4.41
H29 12.75 24.03 -7.35
H30 13.26 24.30 -5.83

Results
- gap between HOMO and LUMO (spin up / spin down) (eV) = 9.06 / 7.33
- LUMO level (spin up / spin down) (eV) = -2.311 / -3.955
- total charge = +1
- <S²> = 0.76
- spin multiplicity = 2

Relative energies, unit kJ/mol: a 187.5; b 0.0

--- a ---
ORCA calculation (ωB97M-V with the def2-TZVPD basis set) on a cluster of 3 separate species, C4H14NO2 in total.

CARTESIAN COORDINATES (ANGSTROEM)
C1 -0.32 1.16 0.97
N1 0.14 -0.21 0.33
C2 0.49 -0.08 -1.17
C3 0.05 1.42 -1.49
C4 0.26 2.10 -0.05
H1 -0.02 1.30 2.06
H2 -1.36 1.13 0.84
H3 0.87 -0.81 0.78
H4 -0.72 -0.88 0.31
H5 1.56 -0.49 -1.14
H6 0.00 -0.91 -1.61
H7 -1.01 1.40 -1.77
H8 0.80 1.78 -2.19
H9 1.26 2.56 0.11
H10 -0.29 3.04 0.04
H11 2.24 -1.54 2.44
H12 2.81 -2.06 1.17
O1 1.98 -1.81 1.53
H13 -3.10 -1.49 -1.18
H14 -3.05 -1.95 0.09
O2 -2.47 -1.59 -0.51

Results
- gap between HOMO and LUMO (eV) = 12.98
- LUMO level (eV) = -2.776
- total charge = +1

--- b ---
ORCA calculation (ωB97M-V with the def2-TZVPD basis set) on a cluster of 2 separate species, C4H14NO2 in total.

CARTESIAN COORDINATES (ANGSTROEM)
C1 -1.06 1.16 -0.88
C2 -0.14 0.32 -0.04
C3 0.17 -1.08 -0.67
C4 -1.06 -1.81 -1.14
O1 0.85 -1.74 0.41
N1 -0.67 0.03 1.32
H1 -0.92 0.94 -1.94
H2 -2.12 1.05 -0.61
H3 -0.92 2.22 -0.82
H4 0.90 0.64 0.09
H5 0.94 -0.87 -1.41
H6 -1.42 -1.29 -2.04
H7 -0.98 -2.85 -1.41
H8 -1.83 -1.83 -0.36
H9 1.53 -2.38 0.17
H10 -0.20 -0.82 1.63
H11 -0.50 0.73 2.07
H12 -1.67 -0.18 1.26
H13 3.25 3.27 1.09
H14 2.91 2.11 2.10
O2 2.92 2.38 1.18

Results
- gap between HOMO and LUMO (eV) = 11.48
- LUMO level (eV) = -3.231
- total charge = +1

--- c ---
ORCA calculation (ωB97M-V with the def2-TZVPD basis set) on a cluster of 3 separate species, C4H14NO2 in total.

CARTESIAN COORDINATES (ANGSTROEM)
C1 -0.21 -2.22 -0.97
C2 -0.80 -0.81 -1.22
C3 0.33 0.08 -0.61
C4 0.51 1.40 1.52
N1 0.07 0.36 0.84
H1 -0.71 -2.80 -1.77
H2 -0.44 -2.77 -0.04
H3 0.93 -2.16 -1.05
H4 -1.91 -0.92 -0.83
H5 -0.89 -0.53 -2.25
H6 0.32 1.05 -1.21
H7 1.34 -0.47 -0.64
H8 0.80 2.32 0.95
H9 0.22 1.42 2.60
H10 -0.38 -0.39 1.36
H11 -2.17 -0.20 2.84
H12 -2.63 0.96 3.76
O1 -1.91 0.62 3.31
H13 3.02 1.92 -1.64
H14 2.30 1.59 -2.96
O2 2.23 1.56 -1.99

Results
- gap between HOMO and LUMO (eV) = 9.95
- LUMO level (eV) = -4.808
- total charge = +1

--- d ---
ORCA calculation (ωB97M-V with the def2-TZVPD basis set) on a cluster of 3 separate species, C4H14NO2 in total.

CARTESIAN COORDINATES (ANGSTROEM)
C1 -0.76 -1.29 0.62
C2 0.06 -1.89 -0.38
C3 0.57 -0.96 -1.49
C4 1.90 -0.73 -1.56
N1 0.12 -0.43 1.54
H1 -1.20 -2.11 1.31
H2 -1.44 -0.50 0.39
H3 -0.49 -2.59 -0.96
H4 0.88 -2.52 0.06
H5 -0.05 -1.02 -2.37
H6 2.23 -0.20 -2.37
H7 2.66 -1.28 -1.05
H8 -0.63 0.17 1.94
H9 0.72 0.21 1.01
H10 0.47 -0.89 2.34
H11 0.01 2.64 -1.62
H12 -0.57 3.89 -0.88
O1 -0.44 2.91 -0.83
H13 -2.02 2.21 1.83
H14 -0.87 2.45 0.85
O2 -1.15 1.94 1.61

Results
- gap between HOMO and LUMO (eV) = 10.76
- LUMO level (eV) = -2.832
- total charge = +1

Relative energies, unit kJ/mol: a 40.6; b 0.0; c 184.5; d 123.9

--- a ---
ORCA calculation (ωB97M-V with the def2-TZVPD basis set) on a cluster of 3 separate species, C4H14NO2 in total.

CARTESIAN COORDINATES (ANGSTROEM)
C1 1.98 1.05 0.75
C2 0.47 0.87 1.07
C3 -0.06 -0.47 0.75
C4 -0.48 -1.43 1.56
N1 -0.03 -0.83 -0.73
H1 2.59 0.48 1.46
H2 2.25 0.62 -0.22
H3 2.20 2.11 0.70
H4 0.31 1.02 2.12
H5 -0.02 1.70 0.56
H6 -0.18 -1.42 2.60
H7 -0.97 -2.31 1.16
H8 -0.13 -1.85 -0.76
H9 0.77 -0.42 -1.21
H10 -0.95 -0.67 -1.16
H11 -3.34 -0.66 -0.95
H12 -3.55 -1.62 0.24
O1 -2.87 -1.24 -0.34
H13 -0.06 1.76 -2.87
H14 1.45 1.90 -2.40
O2 0.64 1.39 -2.33

Results
- gap between HOMO and LUMO (eV) = 10.92
- LUMO level (eV) = -3.061
- total charge = +1

--- b ---
ORCA calculation (ωB97M-V with the def2-TZVPD basis set) on a cluster of 3 separate species, C4H14NO2 in total.

CARTESIAN COORDINATES (ANGSTROEM)
C1 -0.69 1.67 1.53
C2 -0.37 0.14 1.62
C3 0.84 -0.23 0.79
C4 2.10 0.07 1.06
N1 0.46 -0.54 -0.59
H1 -1.77 1.81 1.49
H2 -0.27 2.16 2.40
H3 -0.27 2.13 0.64
H4 -0.18 -0.11 2.65
H5 -1.24 -0.44 1.32
H6 2.48 0.38 2.02
H7 2.81 -0.05 0.24
H8 1.21 -0.67 -1.25
H9 -0.17 0.17 -0.97
H10 -0.14 -1.41 -0.57
H11 -1.82 -3.09 -1.72
H12 -1.53 -3.04 -0.16
O1 -1.20 -2.79 -1.04
H13 0.56 1.70 -3.18
H14 -0.72 1.02 -3.51
O2 -0.10 1.12 -2.78

Results
- gap between HOMO and LUMO (eV) = 11.17
- LUMO level (eV) = -2.961
- total charge = +1

Relative energies, unit kJ/mol: a 40.8; b 0.0

--- a ---
ORCA calculation (ωB97M-V with the def2-TZVPD basis set) on a cluster of 2 separate species, C4H14NO2 in total.

CARTESIAN COORDINATES (ANGSTROEM)
C1 0.82 -0.27 1.03
C2 -0.72 -0.57 1.15
C3 -1.64 0.00 0.15
C4 -1.42 -0.41 -1.32
O1 -2.22 -1.47 -1.81
N1 1.12 1.28 1.16
H1 1.21 -0.62 0.05
H2 1.40 -0.80 1.71
H3 -0.69 -1.62 1.09
H4 -0.93 -0.42 2.18
H5 -1.46 1.12 0.06
H6 -2.68 0.17 0.35
H7 -1.75 0.29 -2.15
H8 -0.43 -0.67 -1.60
H9 -2.07 -2.37 -1.28
H10 0.56 1.61 1.95
H11 0.86 1.86 0.37
H12 2.10 1.38 1.47
H13 3.10 -0.14 -1.79
H14 2.28 1.21 -1.63
O2 2.54 0.42 -1.15

Results
- gap between HOMO and LUMO (eV) = 9.67
- LUMO level (eV) = -3.646
- total charge = +1

--- b ---
ORCA calculation (ωB97M-V with the def2-TZVPD basis set) on a cluster of 2 separate species, C4H14NO2 in total.

CARTESIAN COORDINATES (ANGSTROEM)
C1 -2.13 -1.27 0.12
C2 -1.02 -0.24 0.16
C3 -0.57 0.22 -1.22
C4 0.06 1.60 -1.21
O1 1.37 1.47 -0.51
N1 0.15 -0.64 1.00
H1 -3.13 -0.89 0.34
H2 -2.04 -2.14 0.79
H3 -2.26 -1.75 -0.83
H4 -1.47 0.58 0.67
H5 0.07 -0.47 -1.76
H6 -1.49 0.32 -1.80
H7 0.28 1.89 -2.24
H8 -0.39 2.38 -0.61
H9 2.07 1.35 -1.16
H10 0.39 0.04 1.72
H11 -0.04 -1.49 1.54
H12 1.03 -0.79 0.50
H13 3.49 0.01 2.11
H14 2.77 0.27 0.88
O2 2.86 -0.46 1.53

Results
- gap between HOMO and LUMO (eV) = 11.80
- LUMO level (eV) = -3.039
- total charge = +1

Relative energies, unit kJ/mol: a 141.0; b 0.0